No. 1
The following is a DFT calculation (the ωB97M-V functional and the def2-TZVPD basis) of a single C4H6BrF molecule in a non-equilibrium geometry.

```
12
C4H6BrF, DFT the ωB97M-V functional and the def2-TZVPD basis
C 0.77554 0.90170 0.98258
C 0.54197 0.20334 -0.28967
C 1.56953 -0.28224 1.52612
C -0.66483 -0.70373 -0.46442
F 0.91310 -1.39003 1.97811
Br 3.33814 -0.65733 0.99804
H 1.34575 1.90471 1.03219
H -0.19212 0.97973 1.43030
H 1.28097 0.04967 -1.01678
H -1.47031 -0.32988 0.08204
H -0.46844 -1.66579 -0.21050
H -0.78701 -0.58812 -1.55734
```

The calculation puts the HOMO-LUMO gap (spin up / spin down) at 0.306 / 0.306 Eh. The molar mass is 153.0 g mol⁻¹. The value obtained for the energy above the lowest of the compared OMol25 structures with the same formula, charge and spin is 2.438 eV. The value obtained for the HOMO energy (spin up / spin down) is -0.28056 / -0.28046 Ha. Its charge is 0. The largest force on an atom comes out at 4.55 eV/Å.



No. 2
The following is a DFT calculation (the ωB97M-V functional and the def2-TZVPD basis) of a single C4H10O molecule.

```
15
C4H10O, DFT the ωB97M-V functional and the def2-TZVPD basis
C 1.99167 0.11147 -0.15789
C 0.67194 -0.57126 0.19269
C -0.53848 0.32878 -0.04367
C -1.82212 -0.46700 -0.25672
O -0.61692 1.15932 1.11176
H 2.00045 1.14028 0.21763
H 2.13866 0.14361 -1.24402
H 2.84756 -0.41305 0.27873
H 0.56506 -1.50640 -0.36952
H 0.64795 -0.83235 1.25804
H -0.35823 0.95309 -0.93536
H -1.78850 -0.99527 -1.21716
H -1.95341 -1.20784 0.53976
H -2.70054 0.18813 -0.26138
H -1.08509 1.96848 0.88710
```

The calculation puts the HOMO-LUMO gap at 0.415 Eh. The molar mass is 74.1 g mol⁻¹. The value obtained for the energy above the lowest of the compared OMol25 structures with the same formula, charge and spin is 0.193 eV. The value obtained for the HOMO energy is -0.37754 Ha. Its charge is 0. The largest force on an atom comes out at 0.37 eV/Å. The SMILES is CC[C@@H](C)O.



No. 3
The following is a DFT calculation (the ωB97M-V functional and the def2-TZVPD basis) of 2 unconnected molecules or ions with the total composition C18H19Cl4NO4 in a non-equilibrium geometry.

```
46
C18H19Cl4NO4, DFT the ωB97M-V functional and the def2-TZVPD basis
O 2.59384 -5.38853 -3.37279
C 2.46802 -4.52227 -2.50937
C 1.41763 -4.60703 -1.45052
Cl 0.48469 -6.04349 -1.46809
C 1.29750 -3.64525 -0.48822
Cl 0.23690 -3.79655 0.85126
C 2.07212 -2.37307 -0.54286
O 1.78659 -1.39933 0.17207
C 3.31615 -2.47430 -1.36278
Cl 4.53609 -1.32444 -1.00465
C 3.46031 -3.41968 -2.33871
Cl 4.83094 -3.52061 -3.36585
C -1.63053 1.05665 -3.80570
O -2.11409 0.65284 -2.50179
C -1.85280 1.47143 -1.47927
O -1.42742 2.61008 -1.65534
C -2.20431 0.78696 -0.16377
C -3.73557 0.81805 0.11127
C -3.91640 1.29322 1.54659
C -2.53757 1.53138 2.13274
N -1.59875 1.30143 1.04035
C -0.25105 1.21868 1.22836
C 0.63721 1.78383 0.32253
C 1.92706 2.36568 0.79066
C 2.40561 1.73008 2.12193
C 1.76420 0.39368 2.43043
C 0.25268 0.52241 2.50151
H -1.87401 0.18178 -4.38973
H -2.14914 1.93849 -4.15956
H -0.56418 1.23822 -3.79251
H -1.87537 -0.27092 -0.35376
H -4.25518 1.46163 -0.60633
H -4.06373 -0.21622 -0.01951
H -4.47721 2.22028 1.57870
H -4.43724 0.54262 2.12663
H -2.43614 2.57080 2.47934
H -2.34321 0.89256 3.00113
H 0.26121 2.27509 -0.57947
H 2.71094 2.32948 0.01048
H 1.74799 3.45285 0.98776
H 3.49744 1.63373 2.12520
H 2.09605 2.45514 2.88833
H 1.99174 -0.29949 1.60409
H 2.17263 -0.04507 3.34316
H -0.04340 1.10495 3.38298
H -0.17823 -0.48779 2.63308
```

The calculation puts the HOMO-LUMO gap at 0.166 Eh. The molar mass is 455.2 g mol⁻¹. The value obtained for the energy above the lowest of the compared OMol25 structures with the same formula, charge and spin is 0.174 eV. The value obtained for the HOMO energy is -0.25916 Ha. Its charge is 0. The largest force on an atom comes out at 3.95 eV/Å. The SMILES is O=C1C(Cl)=C(Cl)C(=O)C(Cl)=C1Cl.COC(=O)[C@@H]1CCCN1C1=CCCCC1.



No. 4
The following is a DFT calculation (the ωB97M-V functional and the def2-TZVPD basis) of a molecular structure, C7H6AlCl2InN2O3S in a non-equilibrium geometry.

```
23
C7H6AlCl2InN2O3S, DFT the ωB97M-V functional and the def2-TZVPD basis
In 5.12683 -0.83847 -2.80630
Al 0.40010 -1.58188 0.82142
Cl 3.17698 0.46250 -2.67820
Cl 1.52867 -3.31279 0.67153
C -0.50095 -1.07538 -1.12475
C 5.22999 1.48360 -4.13298
C 4.14573 -2.33534 -4.56602
O -1.28563 -0.83051 -1.91757
O 4.73288 2.52018 -4.25990
O 3.49811 -3.07524 -5.16323
C -1.89031 2.53137 2.02108
N -2.03212 1.07524 2.03096
C -3.19591 0.32889 2.11086
C -2.89079 -0.97535 1.90847
N -1.51976 -0.97969 1.75204
C -0.96398 0.26226 1.91653
S 0.63037 0.67588 1.40922
H -1.15271 2.82525 2.77161
H -1.54435 2.89902 1.04914
H -2.87342 2.93000 2.24904
H -4.14116 0.82922 2.32990
H -3.41912 -1.90821 1.95017
H -1.05947 -1.91055 1.65697
```

The calculation puts the HOMO-LUMO gap at 0.085 Eh. The molar mass is 410.9 g mol⁻¹. The value obtained for the HOMO energy is -0.78277 Ha. Its charge is +4. The largest force on an atom comes out at 5.27 eV/Å.



In Eh, the DFT total energy values for the records above are, in order, -2829.75847; -233.63787; -2893.69086; -2354.95591.